# 1
130
Properties=species:S:1:pos:R:3 method="wB97M-V/def2-TZVPD" orbital_gap_ev=7.71 e_homo_ev=-7.259 largest_force_ha_per_bohr=0.325 spin_multiplicity=1
N 2.49300 26.53700 22.54300
C 1.96600 27.37000 23.48400
C 1.12600 28.38200 22.62600
C 1.23800 27.93400 21.25000
C 2.24200 26.79300 21.20900
H 3.09000 25.57400 22.75200
H 2.38400 27.13900 24.47400
H 0.70300 29.33200 22.80000
H 0.70000 28.35500 20.40800
H 2.73400 26.29700 20.47400
N 0.37300 35.70000 22.75400
C 1.30000 36.53000 23.24000
C 2.28700 35.51100 24.13100
C 1.74100 34.21000 23.86700
C 0.58200 34.35200 22.95800
H -0.36500 35.89500 22.23000
H 1.36400 37.60200 23.12500
H 3.24700 35.74300 24.77400
H 2.24500 33.39500 24.28400
H 0.06800 33.55400 22.72500
N 8.01900 36.90900 24.86800
C 7.01200 37.93100 25.08700
C 5.59700 37.13300 25.30500
C 6.16200 35.71100 25.52000
C 7.60600 35.61100 25.11800
H 8.88200 37.36400 24.74100
H 7.21200 39.03000 24.97700
H 4.50200 37.44500 25.22000
H 5.55800 34.75000 25.83100
H 8.32700 34.89600 25.17600
N -1.09900 30.17400 26.37200
C -0.28400 29.66500 25.44400
C 1.12700 30.06600 25.91900
C 0.93400 30.81200 27.16500
C -0.54900 31.01100 27.35400
H -2.14200 30.11500 26.29400
H -0.57800 29.26600 24.52700
H 1.93300 29.74200 25.20900
H 1.74900 31.09900 27.94500
H -1.16100 31.42800 28.07000
N 1.50600 26.01200 27.94200
C 2.40300 27.00200 27.60600
C 3.78800 26.50700 27.92300
C 3.66300 25.03100 28.28800
C 2.13400 24.85100 28.49900
H 0.47100 26.06200 27.99400
H 1.99100 27.85800 27.46000
H 4.75200 26.94700 27.96200
H 4.68800 24.35000 28.63800
H 1.55000 24.13000 28.85700
N 3.40000 36.11200 28.49200
C 2.99800 34.79400 28.24200
C 1.46300 34.76000 28.34300
C 1.03300 36.10800 28.73800
C 2.29600 36.99300 28.66300
H 4.32700 36.48400 28.30000
H 3.80200 33.95900 28.33000
H 0.96600 33.77700 28.23000
H -0.04200 36.41500 28.88900
H 2.45000 38.12400 28.41300
N 4.56000 28.73000 21.74800
C 4.36400 29.94800 21.01100
C 5.76800 30.41000 20.65600
C 6.77800 29.47100 21.34100
C 5.94300 28.48700 22.02200
H 3.71200 28.15900 22.07800
H 3.39900 30.26800 20.67000
H 5.83500 31.47000 20.29900
H 7.86200 29.56600 21.45800
H 5.99200 27.56500 22.50100
N 9.21100 28.64600 25.87300
C 10.55000 28.08700 25.65200
C 10.35700 26.65800 25.31300
C 8.85300 26.38700 25.29900
C 8.22300 27.68600 25.66400
H 9.25600 29.67400 25.99700
H 11.57400 28.50800 25.75800
H 11.01300 25.89100 25.26700
H 8.18700 25.46800 24.99800
H 7.21100 28.09800 25.59700
N 4.42000 30.20000 24.44900
C 4.40600 31.56400 24.48400
C 4.37100 31.87200 26.00200
C 4.35900 30.57600 26.84000
C 4.45300 29.63900 25.69400
H 4.65700 29.72500 23.41300
H 4.33800 32.10700 23.48200
H 4.72900 32.85300 26.27200
H 4.08100 30.51300 27.88600
H 4.47200 28.51400 25.86600
N 7.63600 29.19700 30.62300
C 7.21100 28.56700 31.81900
C 5.76900 28.33700 31.65000
C 5.36100 29.09500 30.32100
C 6.70600 29.70500 29.84200
H 8.57500 29.38000 30.47900
H 7.98400 28.28200 32.59600
H 5.06500 27.79600 32.36000
H 4.43400 29.31500 30.01200
H 6.99500 30.37800 29.12500
N 5.96300 34.06500 20.21800
C 6.90100 33.91900 19.24800
C 8.19800 33.63100 19.96400
C 7.79500 33.57500 21.44400
C 6.30600 33.92400 21.50300
H 4.93600 34.28100 19.86100
H 6.64500 33.79000 18.16600
H 9.10500 33.34000 19.31100
H 8.44900 33.41400 22.33700
H 5.64800 33.91700 22.41500
N 9.91500 31.57300 24.90400
C 8.49500 31.58900 24.79500
C 7.99300 32.00600 26.22700
C 9.21900 32.16300 26.97200
C 10.37200 31.84800 26.13500
H 10.61000 31.42300 24.11500
H 7.87700 31.41800 23.81800
H 7.00400 31.99700 26.39800
H 9.18500 32.73200 27.89800
H 11.26100 31.87000 26.55100
N 3.85600 24.02600 23.37400
C 4.96700 24.26100 22.56100
C 5.96400 25.02200 23.42000
C 5.15000 25.34000 24.59600
C 3.88900 24.51000 24.67600
H 2.95400 23.40500 23.09800
H 4.87200 23.91800 21.44300
H 6.97700 25.41300 23.09900
H 5.72200 26.02400 25.34600
H 3.28600 24.26000 25.29800

=====

# 2
172
Properties=species:S:1:pos:R:3 method="wB97M-V/def2-TZVPD" orbital_gap_ev=8.66 e_homo_ev=-8.411 largest_force_ha_per_bohr=0.020 spin_multiplicity=1
C -5.79187 8.07049 5.31858
C -4.78294 7.18479 4.56203
P -5.55452 5.57794 4.03217
C -5.26368 5.57858 2.20638
C -6.52550 5.99845 1.42927
C -4.39208 4.19407 4.58690
C -5.13565 2.86386 4.42138
C -6.45169 2.65793 5.19185
C -7.41840 1.70919 4.45219
C -7.77502 0.42343 5.21313
C -6.57777 -0.27138 5.88658
C -6.64843 -1.81305 5.90361
O -5.47204 -2.43641 5.43185
C -5.22323 -2.20934 4.05601
C -3.79627 4.40929 5.99521
C -4.72748 4.93301 7.05464
O -5.64653 4.39053 7.57328
F -4.37017 6.16935 7.47539
O -3.30090 4.20132 3.64013
C -2.18568 3.39347 3.95930
C -1.44645 3.19823 2.64391
O -0.33873 2.33416 2.81908
C 0.06164 1.69576 1.61837
C -0.46554 0.24168 1.64187
C -0.83117 -0.25488 0.28059
O -1.65739 0.23112 -0.41739
Br 0.14194 -1.85109 -0.38091
H -6.79938 7.66295 5.21312
H -5.58623 8.12878 6.38675
H -5.81334 9.08831 4.92782
H -4.49788 7.70724 3.64553
H -3.85867 7.04496 5.12081
H -4.93865 4.59599 1.87124
H -4.44791 6.27544 2.00630
H -6.51494 5.49985 0.45602
H -6.54204 7.06777 1.22132
H -7.43675 5.67584 1.93089
H -5.33263 2.75266 3.35011
H -4.47755 2.02823 4.68434
H -6.96012 3.60153 5.37211
H -6.20760 2.25357 6.17445
H -7.03973 1.43018 3.46535
H -8.35265 2.24834 4.27403
H -8.58199 0.61318 5.92307
H -8.19153 -0.28471 4.48847
H -6.55859 0.05554 6.93123
H -5.62833 0.07410 5.47088
H -6.80205 -2.16249 6.92390
H -7.51627 -2.13131 5.31013
H -6.05625 -1.69519 3.56643
H -4.33807 -1.57698 3.93507
H -5.05384 -3.16614 3.56116
H -2.98452 5.13055 5.89710
H -3.37302 3.48501 6.39641
H -2.44135 2.40707 4.35939
H -1.48302 3.89284 4.63013
H -1.06188 4.18652 2.35217
H -2.12966 2.88447 1.84859
H -0.26952 2.23319 0.72795
H 1.14409 1.66953 1.63252
H 0.29254 -0.37338 2.11060
H -1.34260 0.25429 2.29075
O 0.70884 -1.92562 3.74282
C 0.93741 -1.35730 4.75884
O 0.29015 -1.55111 5.92525
C 0.94042 -0.76747 6.93505
C 1.62519 0.29713 6.10724
F 2.79832 0.69711 6.66176
O 1.89193 -0.39436 4.89487
H 1.66560 -1.38420 7.46790
H 0.21426 -0.36853 7.63702
H 1.01049 1.17108 5.89668
O 4.82355 -3.88326 -4.55391
C 3.79392 -4.01501 -3.97564
O 2.60604 -4.24626 -4.56353
C 1.63841 -4.50434 -3.53726
C 2.27109 -3.82162 -2.34664
F 1.98690 -4.45815 -1.18431
O 3.65693 -3.94968 -2.62209
H 1.54685 -5.57665 -3.38634
H 0.67026 -4.09188 -3.80356
H 2.01734 -2.76540 -2.24513
O 2.96042 -8.30951 -7.79311
C 3.65361 -7.34757 -7.79967
O 3.69944 -6.42018 -6.81607
C 4.76587 -5.50357 -7.10890
C 4.90968 -5.66782 -8.60336
F 6.19082 -5.51817 -9.01851
O 4.51618 -7.02035 -8.79971
H 5.66170 -5.81693 -6.57215
H 4.51070 -4.49611 -6.80996
H 4.26922 -5.01435 -9.19623
O 0.21604 3.23615 6.22861
C 0.93658 4.18181 6.22956
O 1.02981 5.08609 7.22627
C 2.10153 5.98763 6.90929
C 2.18999 5.84263 5.40585
F 3.46174 5.97254 4.95708
O 1.76934 4.50081 5.21150
H 3.01736 5.64823 7.39463
H 1.86720 6.99647 7.23546
H 1.53689 6.51117 4.84370
O 5.11725 -3.03807 -10.69283
C 6.17891 -2.87014 -11.19400
O 6.37090 -2.58837 -12.50700
C 7.76235 -2.31227 -12.70184
C 8.39167 -3.02842 -11.53028
F 9.49139 -2.38681 -11.07417
O 7.36561 -2.93913 -10.54475
H 7.93048 -1.23591 -12.64307
H 8.10109 -2.68121 -13.66508
H 8.62637 -4.07170 -11.70123
O 3.38438 2.21795 0.16199
C 3.72070 1.19319 0.65285
O 3.16247 0.65365 1.76365
C 3.72345 -0.64973 1.95721
C 5.02975 -0.54541 1.20220
F 5.38802 -1.71481 0.62635
O 4.71823 0.39669 0.18834
H 3.05122 -1.38437 1.51412
H 3.85439 -0.88098 3.01035
H 5.86755 -0.17282 1.79390
O 10.25727 -4.46277 -13.16917
C 10.43376 -4.80561 -14.29088
O 10.66802 -3.96442 -15.32388
C 10.97259 -4.75193 -16.48102
C 10.32403 -6.07527 -16.13549
F 11.00257 -7.12819 -16.64272
O 10.41570 -6.09306 -14.72082
H 12.05384 -4.85683 -16.57581
H 10.56982 -4.28977 -17.37749
H 9.27525 -6.15744 -16.42558
O -11.38431 0.53728 5.02525
C -11.59318 1.43111 5.76985
O -10.69294 2.39290 6.09362
C -11.35071 3.37344 6.89974
C -12.51295 2.58391 7.46208
F -13.61392 3.35051 7.64780
O -12.76462 1.64218 6.43620
H -11.70084 4.19126 6.26852
H -10.67758 3.76089 7.65929
H -12.29379 2.05218 8.38959
O 0.63477 8.00850 3.18421
C 1.65048 8.17570 2.59333
O 1.74980 8.46903 1.28195
C 3.12853 8.72101 0.98317
C 3.82899 7.98361 2.10408
F 4.97874 8.59082 2.47680
O 2.88505 8.08141 3.15935
H 3.32470 9.79257 1.03410
H 3.37972 8.34928 -0.00574
H 4.03120 6.93090 1.90079
O 8.75097 -7.27702 -4.88851
C 7.70567 -7.37696 -4.34629
O 6.53510 -7.68195 -4.96063
C 5.52668 -7.84244 -3.95936
C 6.10214 -7.04613 -2.80900
F 5.76671 -7.57104 -1.60422
O 7.49637 -7.18933 -3.01085
H 5.43038 -8.89840 -3.70343
H 4.57061 -7.46657 -4.31730
H 5.84637 -5.98471 -2.81625
O 0.44510 -6.42951 -5.47886
C -0.61143 -6.64251 -4.99167
O -1.75052 -6.88993 -5.67780
C -2.77361 -7.24562 -4.74382
C -2.26482 -6.61618 -3.46546
F -2.60064 -7.33168 -2.36809
O -0.86024 -6.66608 -3.64645
H -2.82422 -8.33139 -4.65344
H -3.73708 -6.86002 -5.06436
H -2.57023 -5.57877 -3.31683

=====

# 3
159
Properties=species:S:1:pos:R:3 method="wB97M-V/def2-TZVPD" orbital_gap_ev=8.13 e_homo_ev=-9.328 largest_force_ha_per_bohr=0.052 spin_multiplicity=1
C 3.52015 -6.75538 4.52119
C 2.71532 -7.83018 3.76820
C 1.24976 -7.46057 3.63879
C 0.43847 -8.43731 2.77781
C -0.79034 -7.77555 2.16539
C -1.45450 -8.62793 1.07741
C -2.96629 -8.45332 1.00529
C -3.38663 -6.99812 0.86403
C -4.89297 -6.80095 0.83598
C -5.28164 -5.33462 0.66345
C -4.80896 -4.47456 1.82326
C -5.59131 -3.17943 1.99958
C -5.64089 -2.28579 0.77229
C -4.28518 -1.83948 0.20646
C -3.27691 -1.34363 1.24074
C -1.92853 -1.07888 0.62217
C -1.43354 0.24787 0.49146
C -0.17250 0.50757 -0.13267
C 0.22809 1.92246 -0.20757
O -0.53374 2.80348 -0.04271
C 1.68354 2.38850 -0.53329
F 2.26331 1.64813 -1.50360
F 1.58404 3.64811 -1.01453
C 2.61659 2.53183 0.69594
F 3.68180 3.26379 0.35236
F 1.89773 3.24371 1.60270
C 3.09412 1.23661 1.42850
F 3.14697 0.17759 0.59986
F 4.34860 1.46749 1.85831
C 2.20286 0.85386 2.63036
O 1.04382 0.84518 2.54928
O 2.89460 0.54913 3.73344
C 0.59748 -0.56379 -0.63943
C 0.13883 -1.91403 -0.49040
N 0.93302 -2.92082 -0.96033
C 0.50325 -4.14151 -0.77509
C 1.33930 -5.29618 -1.25299
C 2.36660 -5.76181 -0.21031
C 3.18452 -4.65343 0.43881
C 4.03425 -3.82504 -0.53904
N 5.43730 -4.24387 -0.64354
C -0.74423 -4.39279 -0.13292
N -1.53631 -3.45570 0.30549
C -1.11278 -2.17003 0.14396
H 4.15001 -7.19343 5.28821
H 4.18612 -6.21987 3.85242
H 2.86332 -6.03429 4.99671
H 2.82435 -8.76917 4.30453
H 3.14871 -7.96388 2.77981
H 1.18242 -6.45116 3.23377
H 0.80777 -7.43328 4.63469
H 0.13852 -9.26994 3.40688
H 1.08004 -8.77809 1.96617
H -0.43750 -6.85118 1.71646
H -1.50189 -7.52962 2.94909
H -1.04316 -8.36441 0.10201
H -1.20228 -9.67301 1.24169
H -3.34179 -8.98299 0.12933
H -3.44708 -8.92402 1.86166
H -2.99924 -6.42561 1.70117
H -2.97631 -6.62688 -0.07561
H -5.34882 -7.39599 0.04582
H -5.30357 -7.17802 1.77346
H -4.82540 -4.97983 -0.26141
H -6.36368 -5.27425 0.56238
H -3.75402 -4.23420 1.71503
H -4.90458 -5.04936 2.74540
H -5.21767 -2.62729 2.85764
H -6.62101 -3.44171 2.24744
H -6.21989 -1.39836 1.02470
H -6.17531 -2.77675 -0.03672
H -3.86823 -2.64161 -0.39477
H -4.48410 -1.01571 -0.47699
H -3.19203 -2.02017 2.08394
H -3.64381 -0.38800 1.60841
H -1.99291 1.09233 0.85800
H 2.98233 -0.40829 3.82955
H 1.53058 -0.40074 -1.14323
H 1.82121 -4.96452 -2.16464
H 0.65781 -6.11389 -1.46858
H 3.05913 -6.44103 -0.70243
H 1.81764 -6.28315 0.57065
H 3.87052 -5.10350 1.15092
H 2.53027 -4.00178 1.01571
H 4.00699 -2.77817 -0.25947
H 3.62538 -3.88918 -1.54054
H 5.48574 -5.23898 -0.81021
H 5.94960 -4.02621 0.19849
H -1.07287 -5.41232 -0.00393
C 1.12788 2.84423 -4.36848
C -0.27741 2.45144 -4.76524
O -0.38359 2.22818 -6.18762
C 0.04276 1.05647 -6.62863
O 0.49856 0.15897 -5.98528
C -0.16904 0.97944 -8.15377
F 0.25286 2.10021 -8.75261
F -1.47165 0.82418 -8.41912
F 0.49612 -0.05029 -8.66092
H 1.45085 3.71576 -4.93986
H 1.16028 3.09268 -3.31374
H 1.83474 2.03731 -4.55949
H -0.97642 3.25616 -4.55478
H -0.61678 1.56464 -4.23032
C -3.27099 4.40496 -0.66668
C -2.94547 4.73974 0.76993
O -3.87494 5.69067 1.33145
C -5.02879 5.19794 1.74685
O -5.38822 4.05836 1.71273
C -5.88035 6.33244 2.35067
F -5.88044 7.40794 1.55597
F -5.37838 6.68531 3.54046
F -7.13413 5.92810 2.51930
H -3.32087 5.31540 -1.26313
H -2.50183 3.75702 -1.07824
H -4.23455 3.90223 -0.75205
H -1.97247 5.21995 0.83158
H -2.91550 3.84921 1.39637
C 0.14101 5.68376 3.01837
C 0.40446 5.89585 4.49125
O -0.58106 6.77004 5.07795
C -1.74632 6.21280 5.36837
O -2.06689 5.07391 5.19972
C -2.67037 7.26141 6.01916
F -2.65018 8.40883 5.33520
F -2.25437 7.50616 7.26987
F -3.91650 6.81068 6.06570
H 0.09086 6.64184 2.49912
H 0.93102 5.08845 2.57158
H -0.80712 5.17001 2.86616
H 1.35793 6.39403 4.65021
H 0.42349 4.95222 5.03528
C 6.48905 4.21784 0.47600
C 7.92196 3.86985 0.13870
O 8.59623 4.96120 -0.52206
C 9.03902 5.92958 0.26254
O 8.94808 6.00003 1.45190
C 9.75894 6.99236 -0.59152
F 9.03925 7.30791 -1.67276
F 10.94339 6.51488 -0.99561
F 9.96427 8.09318 0.12072
H 5.95390 4.53219 -0.41961
H 5.99792 3.35219 0.90310
H 6.44684 5.03388 1.19708
H 7.96297 3.04532 -0.56916
H 8.48494 3.57985 1.02484
C -0.87654 6.22836 -8.48655
C -0.55449 5.17046 -7.45504
O -0.89522 5.61052 -6.12128
C -2.17269 5.51998 -5.79007
O -3.07369 5.11850 -6.46330
C -2.35246 5.95780 -4.32318
F -1.71080 7.09927 -4.06315
F -1.84693 4.99917 -3.52912
F -3.63750 6.11626 -4.03550
H -0.38070 7.16672 -8.23677
H -0.53670 5.90323 -9.46885
H -1.94801 6.41654 -8.53645
H 0.51464 4.97513 -7.42009
H -1.06215 4.23009 -7.66575